{
  "formula": "CH4N2OS",
  "method": "wB97M-V/def2-TZVPD",
  "smiles": "NC(=S)NO",
  "lumo_ha": 0.02050,
  "multiplicity": 1,
  "total_energy_ha": -623.39723,
  "gap_ha": 0.33204,
  "fmax_ev_per_a": 3.0,
  "elements": ["N", "C", "S", "N", "O", "H", "H", "H", "H"],
  "coordinates": [[0.323527, 1.267249, -0.003816], [0.744768, 0.005696, 0.054465], [2.285241, -0.557949, -0.089830], [-0.225082, -0.967947, 0.208961], [-1.458786, -0.596866, -0.280729], [-0.647697, 1.509690, -0.081731], [1.038709, 1.943967, -0.072447], [0.020785, -1.801312, -0.186864], [-2.081467, -0.802524, 0.451989]],
  "forces_ev_per_a": [[-0.1494, -0.4641, 0.2572], [-0.2221, -0.9961, -0.3307], [0.6632, 0.3603, 0.1651], [-0.2319, 2.6036, 1.2887], [-2.0004, 0.1196, 0.5676], [-0.0386, -0.0939, 0.0215], [0.4526, 0.7613, -0.1384], [1.0681, -2.5702, -1.1080], [0.4586, 0.2796, -0.7229]]
}